[1]
{
  "formula": "C14H30N9S2Ti",
  "method": "the ωB97M-V functional and the def2-TZVPD basis",
  "species": ["Ti", "N", "C", "C", "N", "C", "C", "N", "C", "C", "N", "H", "H", "H", "H", "H", "H", "H", "H", "H", "H", "H", "H", "H", "H", "H", "H", "H", "H", "C", "S", "C", "S", "N", "N", "C", "C", "C", "C", "C", "C", "N", "H", "H", "H", "H", "H", "H", "H", "H", "N", "N", "H", "H", "H", "H"],
  "coordinates": [[0.262, 0.293, 0.099], [-0.862, -1.274, -0.992], [-1.268, -2.456, -0.160], [-0.790, -2.305, 1.277], [-0.807, -0.874, 1.705], [-2.212, -0.392, 1.722], [-2.305, 1.114, 1.634], [-1.479, 1.591, 0.493], [-0.141, -0.746, 3.033], [0.603, 0.573, 3.170], [1.333, 0.835, 1.910], [-1.715, -0.915, -1.446], [-0.251, -1.625, -1.728], [-0.825, -3.361, -0.573], [-2.349, -2.569, -0.227], [0.239, -2.643, 1.366], [-1.398, -2.909, 1.958], [-2.731, -0.763, 2.610], [-2.719, -0.818, 0.857], [-1.936, 1.590, 2.540], [-3.347, 1.416, 1.523], [-1.268, 2.574, 0.633], [-1.987, 1.559, -0.405], [0.575, -1.562, 3.108], [-0.870, -0.862, 3.838], [1.286, 0.521, 4.018], [-0.069, 1.410, 3.351], [2.088, 0.138, 1.780], [1.761, 1.757, 1.928], [2.767, -5.019, 1.164], [2.187, -4.348, -0.400], [2.270, -2.625, -0.171], [2.749, -1.902, 1.290], [1.958, -1.998, -1.292], [1.827, -0.646, -1.149], [2.278, 0.074, -2.103], [1.981, 1.508, -2.105], [2.549, 2.365, -3.031], [2.249, 3.716, -2.971], [1.385, 4.169, -1.983], [0.849, 3.251, -1.102], [1.129, 1.940, -1.149], [2.786, -6.098, 1.018], [2.096, -4.770, 1.981], [3.770, -4.663, 1.380], [2.870, -0.375, -2.896], [3.225, 1.970, -3.777], [2.687, 4.408, -3.677], [1.130, 5.215, -1.892], [0.190, 3.587, -0.314], [-3.277, 0.117, -2.236], [-2.469, 1.299, -2.405], [-3.717, -0.164, -3.108], [-4.028, 0.345, -1.594], [-2.985, 2.024, -2.898], [-1.696, 1.036, -3.008]],
  "max_force_ev_per_a": 1.0,
  "spin_multiplicity": 2,
  "e_tot_ev": -73189.624,
  "charge": 2
}

[2]
{
  "formula": "C3H7N3S",
  "method": "the ωB97M-V functional and the def2-TZVPD basis",
  "species": ["C", "C", "C", "N", "N", "N", "S", "H", "H", "H", "H", "H", "H", "H"],
  "coordinates": [[1.121, 0.014, 1.044], [0.260, -0.790, 1.775], [-1.253, 0.854, -0.783], [0.973, -1.554, -0.439], [1.328, -0.266, -0.190], [-0.028, 1.007, -1.563], [0.022, -2.184, 0.870], [1.614, 0.944, 1.446], [0.020, -0.726, 2.768], [-1.438, -0.214, -0.482], [-1.262, 1.473, 0.112], [-2.031, 1.203, -1.549], [0.555, -1.806, -1.366], [0.120, 2.046, -1.644]],
  "max_force_ev_per_a": 3.5,
  "e_tot_ev": -18525.030
}